# C38H28CrNO4

A molecular structure, C38H28CrNO4 (ωB97M-V/def2-TZVPD, the Open Molecules 2025 dataset).

```
72
Properties=species:S:1:pos:R:3:forces:R:3:mulliken_spin:R:1
C -0.18700 1.66084 5.64290 0.000 -0.196 -0.001 0.000
C -0.09139 0.96741 4.30073 -0.447 -1.116 0.344 -0.004
N 0.33712 1.80803 3.28479 0.282 -0.164 -0.019 0.032
C 0.66031 1.40661 1.98652 0.026 -0.246 -0.539 0.075
C 1.81185 2.07190 1.33149 0.010 1.626 1.143 0.106
C 2.34171 3.25398 1.85140 -0.671 -0.859 -0.128 -0.032
C 3.31826 4.01941 1.16603 0.432 0.543 0.105 0.087
C 3.84899 3.51624 -0.07733 -0.987 -1.196 0.237 0.095
C 4.79754 4.29982 -0.77887 1.185 1.420 -0.327 0.110
C 5.22853 5.52455 -0.28016 -0.195 -1.057 -0.777 -0.011
C 4.69674 6.01705 0.93541 -0.144 -0.066 0.088 0.172
C 3.75825 5.27893 1.63938 -0.578 -0.764 0.132 -0.003
C 3.38727 2.25788 -0.53998 0.914 1.251 -0.215 0.060
C 2.42015 1.54442 0.15255 -0.364 -0.140 -0.119 0.136
C -0.06700 0.48214 1.30119 0.553 0.627 0.533 0.085
O -0.33198 -0.21699 4.12469 0.259 1.078 -0.073 0.010
H -0.92740 2.47360 5.60965 0.317 -0.141 0.024 0.000
H -0.49184 0.93092 6.39628 0.039 0.154 -0.191 0.000
H 0.80756 2.04740 5.91155 -0.362 0.065 -0.002 0.000
H 0.53118 2.74965 3.59020 0.130 -0.133 -0.261 -0.003
H 1.99393 3.65479 2.80185 0.026 -0.034 -0.301 -0.010
H 5.19312 3.92342 -1.72593 -0.101 0.149 0.321 -0.002
H 5.96330 6.12045 -0.82491 -0.262 -0.268 0.147 0.003
H 5.01696 6.98774 1.31404 -0.062 -0.262 -0.095 0.000
H 3.31420 5.65216 2.56443 0.269 -0.002 -0.263 0.004
H 3.79302 1.88696 -1.48363 -0.131 -0.069 0.357 0.004
H 2.12205 0.56108 -0.20613 0.015 0.297 -0.034 0.045
H 0.11673 0.38000 0.23514 0.108 -0.278 0.442 0.048
H -0.83717 -0.10884 1.78705 0.061 0.475 -0.189 -0.022
O -0.49245 -6.86254 -2.81686 0.776 2.129 3.553 0.054
C -0.25998 -6.19280 -1.89231 -1.206 -2.539 -4.078 -0.063
Cr 0.24471 -4.83442 -0.64879 1.177 -1.916 -2.095 1.094
C -0.37347 -3.72664 -2.04907 -1.058 2.317 -3.419 -0.038
O -0.66646 -3.12851 -3.00761 0.856 -1.924 3.212 -0.003
C 1.83813 -4.73760 -1.70246 2.864 0.505 -3.023 -0.059
O 2.67012 -4.69808 -2.51634 -2.542 -0.165 2.912 0.025
C 0.57007 -6.03416 1.15686 0.042 -0.455 1.100 0.059
C -0.80673 -5.88101 0.93234 -0.126 -0.571 0.330 -0.019
C -1.35017 -4.61072 0.73122 -1.350 0.679 0.195 0.018
C -0.52890 -3.46317 0.80032 -0.190 1.522 0.011 0.055
C -1.04365 -2.17538 0.36767 -0.155 -0.605 -0.291 0.206
C -1.51700 -1.32523 -0.38163 0.286 -0.820 0.889 0.059
C -2.10022 -0.31743 -1.12099 -0.411 0.080 -0.688 0.081
C -1.31700 0.50261 -2.02570 0.402 0.275 -0.118 0.042
C 0.00339 0.13354 -2.37014 -0.151 0.247 -0.249 0.090
C 0.75688 0.92294 -3.23668 -0.196 -0.026 0.301 -0.060
C 0.18995 2.06704 -3.80533 -0.053 0.071 -0.036 0.114
C -1.13920 2.41105 -3.52815 0.121 -0.122 0.245 -0.056
C -1.86359 1.67823 -2.59600 0.100 -0.253 -0.090 0.118
C -3.56140 -0.27480 -1.14445 -0.687 -0.374 -0.013 0.072
C -4.29615 -0.60202 0.01491 -0.068 0.060 -0.294 0.087
C -5.68829 -0.66424 -0.02397 0.202 -0.008 -0.182 -0.042
C -6.37210 -0.40599 -1.22294 0.280 0.095 0.089 0.087
C -5.65446 -0.09105 -2.38516 0.150 -0.126 0.244 -0.046
C -4.26163 -0.05771 -2.35391 -0.103 0.049 0.193 0.096
C 0.85779 -3.63161 0.99073 -0.091 1.674 0.569 0.068
C 1.39628 -4.90507 1.19304 0.533 -0.437 0.166 -0.031
H 0.99388 -7.02988 1.31159 -0.138 0.370 -0.223 -0.006
H -1.45928 -6.75235 0.87030 0.253 0.209 -0.020 -0.008
H -2.40997 -4.47089 0.49448 0.453 -0.169 0.177 -0.004
H 0.39832 -0.81475 -2.00703 -0.002 0.231 0.016 0.005
H 1.77952 0.62976 -3.47888 -0.283 0.099 -0.028 -0.002
H 0.79025 2.69445 -4.46266 -0.212 -0.209 0.015 0.006
H -1.62920 3.24473 -4.03111 0.325 -0.076 0.208 -0.001
H -2.87804 1.97987 -2.32804 0.433 -0.028 -0.091 0.004
H -3.74093 -0.81111 0.93289 -0.313 0.088 -0.194 0.005
H -6.23226 -0.93152 0.88315 0.078 0.134 -0.310 -0.001
H -7.46094 -0.45591 -1.24841 0.309 0.027 0.004 0.004
H -6.16833 0.11203 -3.32697 0.095 -0.155 0.342 0.000
H -3.70206 0.10452 -3.27712 -0.247 -0.040 0.298 0.001
H 1.48989 -2.73880 0.95326 -0.205 -0.465 0.145 0.009
H 2.46971 -5.00695 1.34561 -0.273 -0.074 -0.115 -0.007
```
Forces are in eV/Å.

**2S+1**: 4
**Highest occupied orbital energy (spin up / spin down)**: -11.8 / -13.2 eV
**Energy relative to the best compared isomer or geometry (same formula, charge and spin)**: 9.23 kcal/mol
**<S²>**: 3.85
**E_LUMO (spin up / spin down)**: -5.50 / -9.55 eV
**Frontier orbital gap (spin up / spin down)**: 6.3 / 3.7 eV
**Net charge**: +2

# C18H14MnN4O2S2Te

A molecular structure, C18H14MnN4O2S2Te (ωB97M-V/def2-TZVPD, the Open Molecules 2025 dataset).

```
42
Properties=species:S:1:pos:R:3:forces:R:3:mulliken_spin:R:1
Mn 0.44522 1.00266 -0.16310 -0.865 -1.049 1.096 4.171
S -1.01578 2.46279 0.93741 -0.127 0.079 -0.133 -0.008
C -2.21071 1.40144 1.63325 0.034 -0.043 -0.014 -0.001
C -3.35700 1.95221 2.21114 0.023 0.044 -0.023 -0.001
C -4.32673 1.15982 2.80283 -0.092 0.081 0.064 0.001
C -5.49065 1.77613 3.38159 0.070 -0.105 -0.053 0.000
N -6.42320 2.26971 3.83796 -0.002 0.040 0.008 0.001
C -4.16099 -0.23200 2.82899 -0.065 -0.120 0.037 0.003
C -3.02488 -0.78892 2.25966 0.045 -0.039 -0.014 0.003
C -2.05183 0.00207 1.65561 0.000 0.072 0.011 0.017
S -0.63225 -0.76827 0.96814 0.007 0.038 -0.035 -0.063
C -5.14800 -1.08864 3.42694 0.046 0.131 -0.045 0.000
N -5.93915 -1.77637 3.89947 0.008 -0.043 0.008 0.002
H -3.48687 3.02606 2.19423 -0.004 -0.002 -0.003 0.001
H -2.89426 -1.86282 2.28244 0.004 0.000 0.003 0.000
C -0.50989 0.69029 -4.40203 0.014 -0.001 -0.012 -0.002
C -0.05971 0.98543 -3.00948 0.045 0.114 -0.078 0.011
N -0.31480 0.23080 -2.00663 -0.049 0.055 -0.084 0.027
O -1.06755 -0.89832 -2.23501 0.025 0.012 0.003 0.007
C 0.71455 2.18980 -2.69358 -0.080 -0.196 0.041 0.052
C 1.17629 3.18410 -3.70226 -0.026 -0.004 -0.050 -0.010
N 0.99944 2.32723 -1.42317 0.531 1.039 -0.451 -0.133
O 1.63924 3.30436 -0.93020 -0.019 -0.016 -0.208 -0.039
H -1.37633 0.03476 -4.39105 0.001 -0.003 0.007 0.000
H 0.29202 0.18843 -4.94873 -0.003 -0.001 0.000 0.002
H -0.74809 1.61156 -4.93054 0.002 -0.007 -0.001 0.000
H -1.21249 -1.21726 -1.32059 0.020 -0.006 -0.022 0.000
H 1.92750 2.75294 -4.36982 -0.008 0.005 -0.010 0.005
H 1.62554 4.02078 -3.17256 -0.001 0.000 0.006 -0.001
H 0.35250 3.55323 -4.31649 0.005 0.012 0.004 0.004
Te 2.96507 0.60877 0.37185 0.497 -0.075 -0.038 -0.067
C 3.45169 -1.39895 0.85147 -0.099 -0.055 -0.019 0.014
C 2.52690 -2.37832 1.20982 0.035 0.016 0.017 0.012
C 2.94089 -3.66961 1.51026 0.032 0.004 -0.005 -0.002
C 4.28587 -4.00866 1.46499 -0.019 0.007 -0.001 0.003
C 5.21518 -3.03947 1.11446 0.002 0.020 0.003 -0.002
C 4.80116 -1.75057 0.80833 0.003 0.000 -0.006 -0.002
H 1.47633 -2.13560 1.27265 0.007 -0.002 0.005 -0.005
H 2.20334 -4.41354 1.78704 -0.010 0.003 -0.001 0.000
H 4.60657 -5.01555 1.70150 0.000 -0.004 0.001 0.000
H 6.26947 -3.28705 1.07533 0.004 0.006 -0.001 0.000
H 5.53640 -1.00544 0.52788 0.010 -0.005 -0.006 0.001
```
Forces are in eV/Å.

**2S+1**: 5
**Highest occupied orbital energy (spin up / spin down)**: -4.6 / -4.8 eV
**<S²>**: 6.15
**E_LUMO (spin up / spin down)**: 1.49 / 1.95 eV
**Frontier orbital gap (spin up / spin down)**: 6.1 / 6.7 eV
**Net charge**: -1

# C16H23F2N3O6

2 unconnected molecules or ions with the total composition C16H23F2N3O6 (ωB97M-V/def2-TZVPD, the Open Molecules 2025 dataset).

```
50
Properties=species:S:1:pos:R:3:forces:R:3:nbo_charge:R:1
C -0.76438 2.34387 1.21743 -0.318 -1.153 0.169 -0.665
C 0.14163 1.53047 2.36549 -0.844 2.804 0.838 -0.092
O 1.27915 0.80416 1.82664 -2.444 -0.650 -0.384 -0.550
C 0.99258 -0.43727 1.14864 0.144 -2.640 0.065 0.329
C -0.52180 -1.02060 1.18054 -9.335 -2.299 0.387 0.232
N -1.75851 -1.46632 1.24103 11.712 4.129 -0.546 -0.319
N 1.88372 -1.51582 1.80291 0.607 4.052 3.503 -0.585
C 2.08429 -1.22987 3.13080 0.252 -0.542 -1.695 0.525
C 3.64854 -0.90948 3.61929 -0.418 -2.538 0.653 -0.707
C 0.94833 -1.21278 4.31375 1.053 0.998 0.298 -0.746
C 1.57022 -0.33561 -0.41858 0.123 -2.030 -0.588 -0.095
C 2.12428 -1.87964 -0.74865 4.092 -8.078 -0.755 0.283
N 2.66501 -3.06717 -0.91474 -5.177 11.355 1.361 -0.321
C 0.38247 -0.05823 -1.52446 -0.541 0.220 -0.825 -0.124
O -0.11329 -1.39653 -1.98951 5.247 0.781 2.019 -0.277
O -1.39862 -1.31680 -2.27896 -5.677 -0.542 -1.644 -0.471
C 2.87996 0.63930 -0.55411 0.908 0.193 -0.824 -0.465
C 2.59366 2.11772 -1.19626 1.251 0.359 -0.485 0.208
C 3.23740 2.24550 -2.73455 -0.724 0.771 0.270 -0.673
F 3.37207 3.12289 -0.37998 -1.639 -1.982 -1.431 -0.408
H -1.79624 1.76285 1.07685 2.137 1.539 0.342 0.233
H -0.90834 3.45484 1.56245 0.110 -2.281 -0.750 0.236
H -0.23936 2.32307 0.17218 -0.782 0.164 2.132 0.205
H -0.53496 0.93656 3.13343 1.411 0.794 -1.955 0.204
H 0.60295 2.41883 3.02075 -0.619 -2.218 -1.456 0.211
H 4.44191 -1.19890 2.78644 -2.012 0.921 1.592 0.257
H 3.78084 0.17714 4.03967 -0.578 -2.088 -1.043 0.253
H 3.84293 -1.68130 4.50872 -0.214 1.852 -1.635 0.225
H 1.14624 -0.22310 4.95033 -0.587 -2.086 -1.312 0.236
H -0.16007 -1.24603 3.93716 2.320 -0.082 0.607 0.254
H 1.18847 -2.11257 5.05878 -0.528 1.841 -1.839 0.262
H 0.74715 0.48721 -2.50249 -0.321 -0.944 2.074 0.211
H -0.52026 0.58131 -1.10789 1.817 -1.555 -0.574 0.232
H -1.72502 -2.23333 -2.58669 1.516 1.721 0.851 0.486
H 3.62731 0.08913 -1.30505 -1.720 1.179 1.673 0.251
H 3.48844 0.79956 0.43524 -1.604 -0.494 -1.741 0.281
H 1.48164 2.47817 -1.15593 2.193 -0.751 0.002 0.185
H 4.39773 2.50892 -2.65068 -2.676 -0.752 -0.143 0.249
H 3.04736 1.28368 -3.38153 0.498 1.743 1.491 0.224
H 2.67169 3.12941 -3.29805 1.405 -1.801 1.274 0.226
O -7.30854 -2.71371 -3.51888 2.130 1.912 0.928 -0.559
C -6.44574 -1.94983 -3.11897 -2.307 -2.089 -1.392 0.956
O -5.20305 -1.83505 -3.67936 -0.964 -0.311 0.373 -0.478
C -4.56362 -0.76277 -3.01657 1.195 0.252 -0.484 -0.136
C -5.29293 -0.70437 -1.71795 -0.090 0.558 0.575 0.439
F -5.34955 0.56391 -1.25326 0.016 0.176 0.283 -0.325
O -6.59933 -1.11249 -2.05504 0.421 -0.645 -0.469 -0.479
H -4.67959 0.15097 -3.60903 -0.102 0.023 0.267 0.201
H -3.49676 -0.96301 -2.88579 -0.294 0.006 -0.110 0.217
H -4.88799 -1.36691 -0.94556 -0.043 0.209 0.057 0.163
```
Forces are in eV/Å.

**Highest occupied orbital energy**: -9.1 eV
**E_LUMO**: -0.52 eV
**Frontier orbital gap**: 8.6 eV

DFT total energy (computed, a.u.): -2864.35385; -3279.26502; -1438.38330